# 1
DFT (wB97M-V/def2-TZVPD) results for C27H54F9O37PS10 as an isolated structure at a distorted geometry.

The energy above the lowest of the compared OMol25 structures with the same formula, charge and spin is 85.0 kcal/mol. The LUMO energy comes out at -0.0750 Ha. The largest force on an atom comes out at 12.8 eV/Å.

Atoms and positions in Å:
1 O 0.2536 -10.1493 -1.3261
2 O -1.9789 2.6258 4.9913
3 O 2.1120 3.0330 2.2859
4 C 5.3268 2.5559 -2.6665
5 H 3.8670 -11.6325 0.4129
6 H 5.4922 6.3344 2.8070
7 H 3.4604 -8.4283 -4.8192
8 S -5.7506 -6.2593 -1.8569
9 C 5.1983 7.3849 2.8595
10 H 5.5822 1.1666 -4.4345
11 C 4.1643 3.6923 -2.6362
12 C 5.3798 -0.1509 -2.6067
13 H -9.0823 9.4109 6.1072
14 F -0.9496 -0.6456 -1.4461
15 S 3.8117 -5.0265 0.2460
16 O 2.6162 5.5082 2.3939
17 O 2.1667 -9.5632 -2.8739
18 O -7.4509 3.4810 0.1876
19 O 4.5488 -6.1830 0.6758
20 O 2.6038 -10.2702 -0.5219
21 H 3.5814 3.0269 -0.3503
22 H 5.4635 7.5865 0.7122
23 C 4.3637 -0.9629 -0.5523
24 F -0.7335 0.9329 -5.6754
25 H 3.3103 -0.8346 -0.0552
26 C 2.3504 -5.4979 -1.7229
27 H 1.9857 -8.0500 -7.0436
28 S 6.1671 9.6747 2.6276
29 O -6.0168 -4.9779 -1.2628
30 H 0.2880 3.2631 -0.7279
31 C 2.8985 -11.5973 -0.0892
32 O -8.0412 1.0597 -0.2309
33 O 4.9378 9.3509 1.6114
34 O -5.4942 -6.0495 -3.4499
35 O -6.9334 2.4080 -2.0003
36 O 7.3458 9.9267 1.8420
37 C 1.1626 2.5297 -0.4575
38 H 2.2318 -6.6519 -5.9624
39 F 0.1108 2.5551 -3.4044
40 H -3.9229 -6.5154 -4.7275
41 H -4.8698 3.9528 4.5819
42 C 1.4609 -5.0459 -0.5715
43 P 2.6940 3.1624 -1.4785
44 C -4.0952 -6.1260 -3.7218
45 C -4.9386 3.3498 6.6680
46 C -8.0517 9.1817 6.3864
47 C 0.8232 0.9733 -0.8027
48 S -2.4960 3.3003 6.1515
49 O 2.2409 -5.2545 0.6050
50 O -5.7320 7.5765 8.1456
51 O 2.3670 4.1714 4.4811
52 H -5.3656 1.9477 -3.2843
53 H -7.6157 10.0417 6.9039
54 H 3.7610 7.6767 1.2380
55 H 1.7736 0.4474 -1.2355
56 H 1.3641 5.6496 5.4902
57 H 3.8130 1.0736 -3.7224
58 C -0.5213 1.2450 -3.1894
59 H 2.0609 4.4738 -1.6311
60 H 2.7028 -13.5027 -1.1406
61 O -3.2675 4.6444 5.6567
62 C -5.5352 2.3378 -2.2784
63 C -3.5223 -7.0392 -2.6450
64 S 1.5977 -10.3409 -1.8007
65 O 3.6683 -5.0751 -1.3736
66 H 2.0485 -5.0568 -2.6751
67 C 2.3881 -8.5746 -4.9607
68 O -3.8033 2.4836 6.6692
69 H 2.1150 -11.9063 0.6100
70 H -3.6779 -5.1172 -3.6463
71 F -1.5714 1.5580 -0.9742
72 C -4.9530 1.4290 -1.2029
73 C -4.6665 4.3724 5.5724
74 H -6.8463 9.6386 4.6200
75 H 6.2279 0.1177 -1.8408
76 H -7.7627 8.1113 4.5176
77 O -8.0124 8.0633 7.2725
78 H 3.7950 -12.3317 -1.9280
79 O -6.1133 8.0400 5.7309
80 O -5.6652 1.7588 -0.0114
81 H 0.6399 0.4496 0.2389
82 F 0.7838 -0.8756 -5.7305
83 H -3.8810 1.5805 -1.0655
84 O 1.6734 -8.2440 -3.7697
85 H 5.8595 -0.9670 -3.3122
86 O -4.2384 -6.7080 -1.4562
87 C 0.0223 4.2990 4.4427
88 O -6.9386 5.8993 6.6905
89 H 1.2502 4.0292 6.2287
90 O -1.6838 3.6354 7.2896
91 C 2.8689 -12.4450 -1.3560
92 S -6.6183 7.2525 7.0624
93 S 1.9816 4.3248 2.9085
94 C 1.2601 4.5795 5.2855
95 H 5.6098 2.2248 -1.5731
96 F 1.1889 -0.7333 -3.4137
97 C -0.5326 0.7365 -1.6588
98 O -6.6167 -7.3955 -1.6878
99 H 1.2364 -3.9768 -0.6428
100 F 1.4543 1.1896 -4.7773
101 H 2.1918 -9.6266 -5.1908
102 H 6.2580 3.0374 -3.1985
103 H -3.7183 -8.0912 -2.8752
104 C -7.2063 8.7769 5.1850
105 O 6.2997 8.1901 3.2795
106 H -0.8397 4.8876 4.7605
107 S 0.1612 0.0819 -4.4737
108 H -5.1450 0.3756 -1.4305
109 O -0.7060 -8.9301 -4.0033
110 O 5.6938 10.5791 3.6395
111 H -5.0018 3.8301 7.6491
112 H -2.4501 -6.8931 -2.5025
113 C 4.9358 1.1935 -3.4670
114 O 4.2080 -0.7813 -1.9962
115 H 0.5277 -5.6096 -0.5205
116 H 4.5043 4.7356 -2.2590
117 H 5.0641 -0.1945 -0.0360
118 O 4.1695 -3.6844 0.6242
119 S 0.1601 -7.7938 -4.1720
120 H 4.6912 -2.0718 -0.3153
121 H -0.2351 3.2381 4.4633
122 H -5.8522 2.7808 6.4834
123 C 1.8142 -7.6606 -6.0377
124 S -7.1813 2.1996 -0.4059
125 O -0.1069 -6.5098 -3.5769
126 H 2.3551 -6.5884 -1.8129
127 H -5.1224 3.3487 -2.2064
128 H 3.6757 3.7403 -3.7105
129 H -5.2463 5.2876 5.7044
130 F -1.9464 1.4628 -3.5554
131 H 1.3667 2.7104 0.6898
132 F -1.1021 -1.0361 -4.3271
133 C 4.7882 7.9364 1.4996
134 H 4.3930 7.5007 3.5911
135 O 0.3978 4.6353 3.1070
136 H 2.4262 2.1241 -2.4469
137 O 0.4161 -7.5837 -5.7661
138 O 1.7963 -11.9217 -2.1388

# 2
DFT (wB97M-V/def2-TZVPD) results for a 3-piece molecular cluster, C27H54N2O6 overall at a distorted geometry.

The energy above the lowest of the compared OMol25 structures with the same formula, charge and spin is 0.0 kcal/mol. The LUMO energy comes out at 0.0181 Ha. The largest force on an atom comes out at 1.8 eV/Å.

Atoms and positions in Å:
1 H 1.9623 0.3045 -1.9852
2 C -1.4791 0.0700 -1.1688
3 C -0.2984 2.4146 5.3560
4 H 2.4093 1.7452 -2.8593
5 H 2.2749 4.2544 4.4154
6 C -0.2129 -2.0326 -7.8139
7 H 1.3421 -1.8244 -5.2179
8 H -2.8549 -1.2853 -0.2748
9 H -1.4894 4.0053 4.5355
10 H -1.5167 -0.3956 11.2103
11 C 2.3902 3.2233 4.7466
12 O 2.0865 1.8581 2.8269
13 C -0.0021 2.2157 9.2347
14 H -1.5054 1.2759 -5.3434
15 C 0.9642 0.4466 -3.9691
16 H 0.2238 -0.0013 2.3391
17 C 3.2406 -0.1157 -3.6152
18 C -0.9886 -4.4643 -8.2117
19 H 1.9435 -4.0305 -0.5780
20 H 0.8267 -0.7415 -0.1525
21 H -1.4713 -0.7290 -3.6427
22 C 1.6025 2.3201 3.8255
23 H -2.2330 -1.2729 1.9059
24 H -1.1369 1.7276 5.4581
25 H -1.2606 -1.9991 -0.4432
26 H 0.5450 -3.1717 -1.2875
27 H 0.6175 4.0543 10.0798
28 C -1.4470 1.3583 -4.2548
29 H 2.0202 -1.2807 -6.7892
30 C 1.3028 -1.0628 -5.9970
31 H -0.1425 -1.7294 2.5417
32 H 3.6007 -0.6342 -5.4375
33 H -0.3061 -0.4285 12.5033
34 H -1.0028 1.1046 11.9657
35 H 2.1027 3.1415 5.7926
36 H 0.0135 4.5574 5.2594
37 C -1.5536 -0.6845 1.2854
38 C -2.6102 0.3579 -2.1816
39 H 1.9106 -0.9306 1.2076
40 H -0.5648 -0.1840 -1.7028
41 O 1.0223 -2.6749 0.6514
42 H -1.2464 -5.1934 -7.4433
43 C 1.4263 -3.0755 -0.6462
44 H -2.3798 -4.1602 -9.6966
45 H 0.7601 -0.7506 10.2855
46 H 3.4391 2.9463 4.6742
47 H -0.7707 3.3123 10.8888
48 H -2.9479 1.3932 -2.1080
49 H -0.3855 -0.0494 -6.9247
50 C 2.1336 0.6998 -2.9883
51 C -0.8029 3.8419 5.3677
52 C -0.6578 0.1254 11.6329
53 H 1.3292 0.7405 10.9962
54 H 0.3630 2.4930 -4.3237
55 H -1.3221 4.0523 6.2996
56 C -2.1325 0.1388 -3.6333
57 H -1.6847 -3.1535 -6.6770
58 H -2.0393 2.2425 -4.0021
59 H -0.3341 -1.4208 -8.7096
60 H 1.4781 1.1428 -5.9719
61 N -1.6778 -4.8503 -9.4656
62 H -0.0453 1.8371 -2.7253
63 C -1.7862 -1.0855 -0.1741
64 C 0.1973 3.1151 10.4302
65 H 0.0826 -4.5162 -8.4032
66 C 1.6906 0.2731 -5.3504
67 O 4.0655 -0.8456 -3.0923
68 H -2.2110 -2.6699 -8.2809
69 N 3.1224 0.1413 -4.9884
70 H -3.4752 -0.2797 -2.0030
71 H -0.8029 -1.3703 -5.8319
72 O 0.3084 2.0924 4.0884
73 C 0.4435 0.2418 10.6009
74 H -2.1870 -5.7135 -9.3360
75 C -1.3620 -3.0533 -7.7135
76 C -0.1131 -1.0583 -6.6170
77 H 2.1413 -2.3624 -1.0667
78 C 0.9472 -1.2594 0.8003
79 O -0.2247 2.6568 8.1374
80 H 0.3753 2.1995 6.1674
81 C -0.1128 -0.9037 1.8325
82 H 0.7290 -2.5615 -7.9555
83 H -1.3044 0.9732 -0.5843
84 H -2.9916 -0.1154 -4.2590
85 H -1.8260 0.3572 1.4556
86 H 0.8796 2.7136 11.1755
87 C -0.0028 1.6137 -3.7916
88 O -0.0120 0.8858 9.4058
89 H 0.6009 -0.5423 -3.6903

# 3
DFT (wB97M-V/def2-TZVPD) results for a 9-piece molecular cluster, C27H54O27 overall at a distorted geometry.

The energy above the lowest of the compared OMol25 structures with the same formula, charge and spin is 320.5 kcal/mol. The LUMO energy comes out at 0.0192 Ha. The largest force on an atom comes out at 12.8 eV/Å.

Atoms and positions in Å:
1 O -4.9036 -3.0312 -0.0774
2 O 5.2199 -0.9804 -1.8651
3 C 1.0703 -3.6322 2.8478
4 C 5.0112 0.2845 -1.8268
5 O -4.3842 2.1754 -1.3231
6 C 5.0334 -6.1768 -0.5205
7 H -0.4192 -5.7819 -1.7753
8 O 0.2960 3.3063 0.8185
9 H 5.2847 -5.1770 -0.6630
10 H 1.1843 1.0156 -2.1659
11 H -3.1553 -1.2600 -2.3661
12 C -5.6632 5.1807 -2.8126
13 H -0.0018 4.9860 -0.2566
14 O -4.6961 -1.9472 1.8086
15 H 3.6320 3.7846 2.4927
16 O 2.5929 -2.2901 4.5805
17 H -5.0974 -0.3362 -2.2948
18 H 5.5162 2.7696 -3.7505
19 C 0.4159 -4.9990 -1.5554
20 C 2.5454 2.5115 -4.8109
21 O -4.1573 0.8454 3.0135
22 C 1.5364 -1.7101 4.2651
23 C -4.3913 3.4226 -1.9737
24 O 3.3468 2.0822 -5.8595
25 H -3.5383 2.6389 0.3873
26 H -5.5538 5.1894 -3.8962
27 O 1.5303 -5.8138 -1.4944
28 O -5.4009 -0.8571 -0.1321
29 O 5.8011 0.8943 -2.6941
30 C -0.1807 4.0306 -0.3317
31 H 3.5902 -1.5129 -1.0275
32 H 2.9245 3.4857 -7.2319
33 C -3.6707 0.2881 4.0324
34 H 0.1376 -4.2776 2.6014
35 O 2.8382 -4.5844 -0.2418
36 H -0.4756 1.0752 3.7100
37 H -3.2059 -3.3544 2.0491
38 H 4.0868 3.9862 -6.4529
39 H 0.5266 -4.3218 -2.2647
40 C 4.5243 -1.9092 -0.9571
41 H -6.4614 -0.9900 5.5853
42 C 5.8095 2.3380 -2.8200
43 O -2.4254 0.2757 4.3529
44 H 2.8414 0.5786 4.8260
45 H 4.9319 -1.8080 0.1262
46 O -5.5473 3.8970 -2.2442
47 H 1.7837 0.5950 0.4798
48 O 4.3618 0.8430 -0.9045
49 H 1.6784 -1.2419 0.8592
50 H 1.5894 -3.3583 1.8710
51 C -0.3039 -1.0046 -0.5906
52 O 3.7672 -6.5098 -1.0500
53 O 2.0995 3.6301 -4.8596
54 C 2.1457 0.3023 5.4975
55 C 1.5627 3.4014 1.0836
56 C -1.6136 1.1086 3.5043
57 C -5.9086 -0.8628 -1.4583
58 H 5.9410 -6.7255 -0.8352
59 H -6.1560 -0.5795 3.6539
60 H 4.8338 -6.1379 0.6001
61 C -3.2605 1.7928 -0.4538
62 H -1.3498 -2.1052 -2.7304
63 H 3.7744 2.4291 1.7791
64 H -1.8581 0.9569 2.3848
65 O -4.5520 -0.2510 4.9310
66 H 4.8047 2.5255 -7.4230
67 C 3.3765 2.8608 2.5404
68 O 1.9174 2.8139 2.2816
69 H 2.6909 -0.2208 6.4535
70 H -6.9037 -0.3230 -1.3658
71 O -0.1103 -0.2781 0.4711
72 H -2.4514 2.0433 -0.8006
73 H 1.5658 -3.9450 3.6570
74 H -1.2745 4.1288 -0.2019
75 C -4.9839 -1.9634 0.5026
76 C -2.1862 -1.8444 -2.0329
77 H -1.8244 2.0464 3.8801
78 H 0.0349 3.6480 -1.2569
79 H 4.9780 2.8879 -2.2058
80 O -1.6400 -0.9125 -1.0382
81 H -6.7360 5.4457 -2.6250
82 H 1.8587 1.2480 5.9499
83 O 2.3989 4.0220 0.4083
84 O -3.4054 4.0094 -2.2887
85 O 0.4614 -1.6763 -1.3090
86 C -4.2072 -3.1420 2.4540
87 C 1.5314 1.8598 -2.8760
88 O 0.6668 -2.3347 3.4586
89 H 4.4332 -2.8874 -1.1478
90 H 1.0607 0.0193 2.0535
91 H -6.1625 -1.9119 -1.7808
92 H 0.5915 2.4580 -3.1667
93 O 2.4692 1.5846 -3.9069
94 H 3.6520 2.5064 3.4721
95 H -4.8209 -4.0631 2.1261
96 O 1.2378 -0.5009 4.7837
97 H 0.0864 -4.5258 -0.5029
98 C 2.7441 -5.5006 -0.9636
99 H 1.9836 2.5723 -2.1231
100 C 1.2738 -0.2182 0.8742
101 H -3.3608 0.7157 0.1028
102 H -3.9599 -2.8502 3.5576
103 H -2.5179 -2.8149 -1.5075
104 C 3.8825 2.9748 -6.7839
105 H -4.9875 5.8292 -2.2095
106 H 6.7561 2.8873 -2.6100
107 C -5.9643 -0.3751 4.6809
108 H -6.3929 0.6278 4.8449

# 4
DFT (wB97M-V/def2-TZVPD) results for a 3-piece molecular cluster, C27H55BBrN4O2 overall at a distorted geometry.

Its charge is -1. The LUMO energy comes out at 0.0868 Ha. The largest force on an atom comes out at 4.9 eV/Å.

Atoms and positions in Å:
1 C 1.6708 -4.4357 -6.3606
2 H 0.9686 7.1704 -2.9134
3 C -1.3943 -0.9100 6.1420
4 H 1.5970 -2.4676 -5.3131
5 O -0.4969 -2.7879 -3.5436
6 C -0.1113 -0.0898 6.2167
7 H -0.3425 0.9724 6.0988
8 H 1.6255 -4.0644 -7.4615
9 C 0.8196 -1.3615 0.7964
10 H 1.3737 4.5954 -1.3468
11 C -0.3662 -2.7398 -6.3296
12 B 0.4468 -3.8666 -3.9733
13 H 0.1375 2.8217 -3.9346
14 H 2.1957 6.0962 -1.1089
15 H -3.4049 -3.6294 7.6170
16 H 1.1062 -0.5778 0.0156
17 H 3.0604 -1.3317 -2.2597
18 C 0.7174 1.9027 -3.5475
19 C -3.5630 -3.0533 6.7039
20 C -0.4002 -2.8840 7.2624
21 H -1.8943 -0.6321 5.2069
22 H 2.7774 -4.3687 -6.0653
23 H -0.5677 3.4314 0.2263
24 O 1.5098 -3.8080 -2.9274
25 N 1.9780 -3.0758 -0.7851
26 C -0.2937 8.4448 -0.6804
27 H -3.8205 -2.0274 6.9760
28 C 0.0139 0.5342 -3.2237
29 H -1.6161 5.9335 -1.2055
30 H 0.7673 -1.4246 3.0234
31 H 2.8051 3.0981 -3.5787
32 H -1.1129 0.4813 -3.3914
33 C 0.3193 7.3723 0.2188
34 H -2.0620 -0.6011 6.9564
35 H -2.1459 3.5973 -0.5501
36 H 0.3928 -0.2072 7.1791
37 C -0.9283 -2.6233 8.6738
38 H 1.4421 5.5791 -3.4804
39 H 0.0469 -2.5135 -7.3915
40 H -1.6234 5.6795 0.5338
41 H -0.2642 -3.9625 7.1296
42 H 0.7272 0.3363 2.3340
43 H 2.5139 -2.7305 1.2432
44 H -1.4351 -4.8101 -6.1932
45 H 1.3544 7.6515 0.4456
46 H -0.6856 3.6418 -1.5321
47 H -0.1389 -2.8310 9.4022
48 C 1.5434 -2.7855 0.6086
49 C 0.8384 -0.7134 -2.7157
50 C -1.0663 5.4570 -0.3840
51 H -0.1964 7.4101 1.1865
52 H -0.2249 5.8610 -2.9899
53 H 0.5839 -0.3709 5.4215
54 H -1.2864 8.1679 -1.0415
55 H 2.6404 -3.8752 -0.8168
56 H -0.3216 -1.4555 0.7876
57 H 2.3586 -0.6564 2.3177
58 H 0.0717 -4.0271 -1.2290
59 N 0.2849 5.9906 -0.2527
60 C 3.0743 0.8917 -2.8856
61 H 1.2399 -5.4916 -6.3316
62 H -0.4005 9.3776 -0.1180
63 N -1.2146 -1.7289 -1.6464
64 H 0.3431 8.6651 -1.5385
65 H -4.4349 -3.4859 6.2040
66 Br -0.1914 -5.7914 -3.7635
67 H -1.2433 -1.5892 8.8213
68 C 1.2099 5.6782 -1.3392
69 H 0.9132 -3.6204 1.0978
70 H -2.5574 -3.3312 -6.0006
71 C 0.0630 -2.0680 -2.3864
72 H -1.9034 -3.8024 -7.6556
73 N -1.1686 -2.3511 6.1416
74 C 0.8127 6.1016 -2.7540
75 H -2.6742 -2.7918 4.7788
76 H -1.7640 -3.2814 8.9189
77 H -1.6388 -2.6550 -1.4324
78 H 0.6150 -2.4774 7.2035
79 H 4.1974 0.9853 -2.7342
80 C -1.6122 -3.7361 -6.5348
81 H -1.8532 -1.1964 -2.2504
82 C -2.3529 -3.1232 5.7738
83 H -2.0722 -4.1736 5.6384
84 C 0.8592 -3.3479 -5.4881
85 H -0.7568 -1.7486 -5.9157
86 C 2.2601 2.1235 -3.3642
87 C 2.3716 -0.4881 -2.5850
88 C 0.8441 -3.3095 -1.7195
89 C -1.1094 3.9450 -0.5721
90 C 1.2196 -0.7054 2.2407

What total energy values result from the calculations? In sequence: -246708.4126 -44139.3921 -84143.5483 -109663.5597 eV.